{"formula": "C5H10ClNO2", "method": "ωB97M-V with the def2-TZVPD basis set", "symbols": ["C", "C", "C", "C", "C", "N", "O", "O", "Cl", "H", "H", "H", "H", "H", "H", "H", "H", "H", "H"], "coordinates": [[-0.82, 0.77, 0.54], [1.78, 2.16, -1.51], [1.48, 1.20, -0.26], [-1.52, -3.31, 0.35], [0.17, 0.55, -0.33], [-1.55, -2.37, 1.15], [-0.62, 1.82, 1.43], [-2.01, 0.16, 0.68], [0.11, -0.99, -1.35], [2.03, 1.44, -2.38], [1.03, 2.84, -1.77], [2.74, 2.60, -1.31], [2.20, 0.34, -0.44], [1.64, 1.68, 0.65], [-2.09, -3.26, -0.56], [-0.79, -4.19, 0.53], [-1.08, 1.75, 2.26], [-0.78, -2.49, 1.86], [-1.93, -0.70, 0.46]], "total_charge": 0, "orbital_gap_ev": 8.93, "e_homo_ev": -8.2, "smiles": "CCC(Cl)=C(O)O.C=N", "lumo_ev": 0.7563, "max_force_ha_per_bohr": 0.1266}